No. 1
Density functional theory data (the ωB97M-V functional and the def2-TZVPD basis) for 9 unconnected molecules or ions with the total composition C36H96N6O15.

Each line ends with the Mulliken charge.
Cartesian coordinates (Å):
O1 -9.17132 9.61203 26.34029  -0.613
H1 -7.72820 5.63115 25.17848  0.346
C1 -16.10436 5.43951 25.00017  -0.404
H2 -16.42355 9.38241 20.71164  0.161
H3 -7.32682 7.67362 28.38879  0.112
H4 -13.51822 2.92059 17.76976  0.248
H5 -10.43862 10.95798 21.24648  0.492
C2 -8.52108 6.29837 25.51650  -0.757
H6 -2.99061 5.12579 32.98884  0.318
H7 -6.09794 10.55825 23.51949  0.386
H8 -11.93757 9.03105 15.10037  0.277
O2 -18.31901 10.75228 19.43530  -0.312
C3 -14.65728 5.19269 25.30507  -0.714
H9 -6.83627 13.43723 22.55238  0.318
H10 -16.86839 4.02982 15.39565  0.438
C4 -2.92297 5.14609 31.90113  -0.609
C5 -16.02470 10.06917 19.96505  -0.272
H11 -16.58137 2.54032 14.44929  0.273
H12 -0.18474 3.46843 31.49232  0.447
H13 -20.02493 11.02612 18.48414  0.228
H14 -18.62123 11.62765 17.66824  0.318
O3 -4.82855 6.76743 31.92274  -0.327
H15 -16.54373 12.05872 19.25907  0.451
H16 -11.67880 11.69854 23.21054  0.304
H17 -6.38401 10.57393 21.01015  0.259
O4 -11.78246 9.42608 24.75592  -0.496
H18 -16.54823 4.45730 24.83782  0.214
H19 -9.17482 6.92717 21.32453  0.239
H20 -18.59023 2.89958 21.43230  0.351
N1 -15.01455 3.12313 15.66266  -0.260
H21 -10.96753 9.36373 25.25415  0.213
H22 -13.56065 1.40164 17.46023  0.325
H23 -5.29616 12.45845 22.16314  0.328
C6 -5.29577 8.00932 31.38664  -0.704
H24 -10.59774 11.49394 24.48439  0.066
H25 -9.30150 5.74198 26.03560  0.312
H26 -14.43784 3.86460 16.03379  0.213
H27 -4.01855 7.04443 24.94628  0.297
C7 -14.76592 8.40729 18.53392  -0.440
O5 -14.74178 1.76003 19.15351  -0.376
H28 -14.18745 6.96706 17.04007  0.122
H29 -3.86759 13.72882 23.26195  0.302
H30 -13.39065 1.64751 20.75326  0.366
H31 -18.22518 6.58854 24.25601  0.465
H32 -12.21162 4.38967 25.15599  0.422
H33 -17.77299 7.07657 22.65679  0.195
H34 -15.15179 7.58900 19.14187  0.139
C8 -0.96078 3.85805 32.15116  -0.714
O6 -4.53636 7.09081 25.75000  -0.618
H35 -13.89740 8.84635 19.02483  0.293
H36 -15.60795 6.03196 23.10352  0.199
H37 -15.15611 10.61405 20.33485  0.283
H38 -1.68945 3.05735 32.27780  0.298
O7 -9.68862 12.07268 22.82190  -0.392
C9 -17.67887 6.25948 23.37206  -0.925
H39 0.05770 4.07681 35.90603  0.308
H40 -14.27743 6.05139 25.85864  0.253
H41 -19.28923 12.63146 19.11124  0.273
O8 -13.20717 8.70951 16.86783  -0.297
H42 0.61880 4.59414 33.42900  0.325
H43 -19.09927 4.14963 20.34003  0.333
H44 -9.79652 9.79526 27.04157  0.275
C10 -14.97462 3.85174 11.24015  -0.775
O9 -11.95761 6.88061 20.81650  -0.375
H45 -9.81802 10.07051 22.64806  0.242
N2 -1.51349 4.99827 31.41878  -0.283
H46 -8.44878 10.38753 20.19697  0.511
C11 -3.56134 6.45181 31.28208  -0.483
C12 -12.80708 8.52488 15.51972  -0.795
H47 -5.59797 7.99194 30.33951  0.156
H48 -0.86913 4.93790 34.12226  0.286
H49 -8.63345 8.89644 26.67921  0.353
H50 -18.20453 4.12514 23.46885  0.339
H51 -13.82676 3.39932 20.10350  0.098
H52 -15.56712 10.08416 17.92468  0.232
H53 -14.90431 2.31161 20.96063  0.229
H54 -17.50211 3.37775 20.03584  0.006
H55 -17.15306 11.70669 20.74790  0.439
H56 -16.72650 4.62881 13.14812  0.367
H57 -2.82268 7.20913 31.54468  0.301
C13 -8.99541 6.88738 24.14444  0.244
C14 -12.64217 5.69783 20.56757  -0.655
H58 -15.91697 1.44392 16.59150  0.276
H59 -9.81840 5.04657 23.60472  0.270
H60 -12.55747 7.46646 15.44523  0.311
O10 -13.87088 4.85625 24.07809  -0.130
N3 -15.73373 9.45557 18.69747  -0.224
C15 -18.21615 3.69987 20.79380  -0.677
H61 -8.12903 7.40392 23.73130  0.105
H62 -8.31005 12.02801 20.71864  0.310
H63 -4.49537 8.70989 31.14862  0.391
C16 -15.42600 2.38778 16.82849  -0.382
C17 -7.54583 6.88448 27.66948  -0.805
C18 -14.36893 8.03661 17.14605  -0.339
O11 -0.39598 2.91215 34.23444  -0.328
H64 -16.66415 5.91371 25.80632  0.323
H65 -9.99437 5.38810 21.37626  0.490
O12 -5.60797 12.97293 24.04536  -0.269
H66 -3.78636 6.43398 30.21571  0.310
H67 -7.68135 11.27317 23.59516  0.053
C19 -6.79375 11.19047 22.96792  -0.532
H68 -6.71759 6.18032 27.59028  0.362
O13 -17.48525 4.55706 21.62577  -0.139
C20 -0.38052 4.16925 33.52349  -0.341
H69 -5.36158 6.65902 25.52907  0.310
H70 -6.06660 8.47751 31.99879  0.320
H71 1.34479 2.96264 35.26075  0.287
C21 -12.72919 4.01405 24.27331  -0.734
C22 -19.15481 11.66887 18.61781  -0.726
C23 -14.06698 2.34827 20.26375  -0.465
C24 -10.80232 12.17044 23.65458  -0.482
C25 -9.85046 6.31854 21.92551  -0.887
C26 -16.14189 3.47247 14.80433  -0.645
H72 -8.37554 6.29641 28.06173  0.439
N4 -7.14435 10.55099 21.67458  -0.190
H73 -1.47122 5.14290 30.42008  0.251
C27 -11.22587 7.05628 22.00815  0.262
H74 -14.17061 4.58479 11.17436  0.288
H75 -4.07475 14.05837 24.98513  0.229
H76 -15.10883 5.04854 13.67670  0.332
H77 -3.54072 4.28489 31.64652  0.275
C28 -8.32185 11.00253 21.08791  -0.867
H78 -9.79646 7.58409 24.39146  -0.130
C29 -4.59989 13.96226 24.03482  -0.733
C30 -15.78497 4.21108 13.50468  -0.471
H79 -14.56595 4.32955 25.96443  0.449
H80 -12.40704 9.81901 25.36562  0.247
H81 -11.02019 8.12233 22.10482  -0.157
H82 -13.65062 8.68628 14.84853  0.308
H83 -10.82526 13.19104 24.03663  0.298
O14 -8.02266 7.34996 26.38686  -0.265
H84 -16.17846 2.91628 17.41380  0.219
H85 -12.11779 4.29680 23.41636  0.001
H86 -11.84529 6.68433 22.82429  0.150
C31 -18.22987 4.98491 22.79932  -0.404
H87 -5.10813 14.88786 23.76453  0.289
N5 -16.29600 6.26413 23.80551  -0.162
C32 -9.64009 10.91901 21.98738  -0.386
N6 -9.36559 5.85903 23.21105  -0.192
H88 0.08406 2.31452 36.11494  0.273
C33 -17.01588 11.22549 19.77954  -0.872
H89 -19.26804 5.20890 22.55411  0.429
H90 -15.84646 4.42621 10.92711  0.312
H91 -13.09810 5.80515 19.58334  0.289
H92 -14.91960 3.07641 10.47599  0.278
H93 -15.14855 8.30565 16.43337  0.449
C34 0.27877 3.12836 35.41648  -0.730
C35 -6.15778 12.62395 22.80992  -0.460
H94 -13.48160 5.41423 21.20243  0.053
O15 -15.29749 3.26486 12.50824  -0.304
C36 -14.26728 2.13307 17.85239  -0.578
H95 -11.87852 4.92007 20.56240  0.466
H96 -12.96471 2.95013 24.29962  0.311

For the LUMO energy, the calculation gives 0.38 eV. As for the total charge: 0. Its SMILES is COCCNCCOC.COCCNCCOC.COCCNCCOC.COCCNCCOC.COCCNCCOC.COCCNCCOC.O.O.O. For the HOMO energy, the calculation gives -7.94 eV. For the gap between HOMO and LUMO, the calculation gives 8.32 eV.



No. 2
Density functional theory data (the ωB97M-V functional and the def2-TZVPD basis) for CN2O4S in the gas phase.

Each line ends with the Mulliken charge.
Cartesian coordinates (Å):
C1 -1.65299 0.15201 -0.16640  0.228
N1 1.42078 0.67107 -0.06434  0.882
O1 2.54389 0.31417 -0.05844  -0.436
O2 -0.18245 -1.43845 1.28426  -0.413
O3 0.40596 -1.79884 -1.13356  -0.434
N2 -2.66597 0.52322 0.21949  -0.318
S1 0.09927 -0.91207 -0.02196  0.899
O4 0.86933 1.69486 0.13262  -0.407

For the LUMO energy, the calculation gives -2.55 eV. As for the total charge: 0. Its SMILES is N#CS(=O)(=O)[N+](=O)[O-]. For the HOMO energy, the calculation gives -11.95 eV. For the gap between HOMO and LUMO, the calculation gives 9.40 eV.



No. 3
Density functional theory data (the ωB97M-V functional and the def2-TZVPD basis) for a molecular structure, C22H50LuN3OP3.

Each line ends with the Mulliken charge.
Cartesian coordinates (Å):
H1 0.33182 -0.55691 3.18000  0.084
C1 -0.86208 -1.72752 -3.57318  -1.439
H2 -1.66163 2.30150 -1.72710  -0.553
P1 -0.40212 -2.36578 -1.92575  0.779
C2 -0.35931 5.27964 -2.44696  0.701
C3 1.07354 -3.36888 -2.35382  -1.109
C4 -0.80475 6.00172 -3.57134  -0.881
H3 3.32781 -0.39377 0.53022  0.383
H4 -1.39665 2.11732 2.88927  0.313
H5 2.41582 3.05771 2.20934  0.522
H6 -0.01024 1.52515 3.84556  0.473
C5 1.46393 6.82525 -3.80771  -0.517
Lu1 0.20426 -0.63940 0.17681  1.357
H7 0.16396 -3.92264 4.90166  0.386
H8 0.63931 -5.37904 0.50460  0.315
C6 0.30559 3.18326 0.46395  -1.415
H9 -1.87137 -1.30242 -3.52922  0.331
H10 -0.16309 7.32388 -5.15654  0.370
H11 0.82642 3.04632 -0.49219  0.297
C7 0.00263 -5.39580 1.41033  -1.237
C8 -3.70372 -0.78918 -0.97740  -1.341
C9 0.86837 5.56006 -1.83929  -0.145
C10 2.31110 1.99411 1.95736  -1.319
H12 -0.83091 -2.53585 -4.31843  0.534
N1 0.27611 -2.59101 1.31584  -0.446
H13 -0.75706 3.34392 0.25182  0.321
H14 2.96621 1.75126 1.11007  0.337
H15 1.71397 -0.73612 4.30815  0.560
H16 2.20962 7.35860 -4.39640  0.390
C11 2.09249 -0.12247 -1.24188  -0.860
H17 1.86623 -0.53964 -2.22769  0.437
P2 -2.33251 0.32216 -0.49305  0.529
H18 0.71139 4.06885 0.96988  0.570
H19 2.28761 -4.70149 3.76055  0.374
H20 -3.54835 -1.21802 -1.97502  0.346
H21 -1.80917 0.91327 -2.80551  0.369
C12 1.82949 6.23450 -2.58815  -0.590
H22 1.23169 -4.17248 -1.61942  0.210
H23 -4.24427 1.47182 0.40937  0.538
H24 -1.01433 -5.05061 1.16727  0.450
H25 -0.08988 -3.26793 0.64306  -0.494
H26 -2.73713 2.36060 0.82842  0.321
H27 0.27070 -2.25638 5.48847  0.466
H28 -1.86806 4.03225 -2.48859  0.277
C13 0.13205 6.76567 -4.25954  -0.390
H29 -0.06004 3.23400 3.31639  0.492
H30 1.98541 -6.14297 2.74946  0.479
C14 -1.62472 -3.71933 -1.71426  -1.068
P3 0.55643 1.71638 1.50903  0.931
C15 0.61424 -3.24882 2.44662  0.669
C16 2.70328 -0.86258 -0.24049  -0.429
H31 1.99436 -0.97103 2.55261  0.465
H32 -3.17340 0.87440 1.71551  0.396
N2 0.57820 -4.61050 2.50734  0.004
H33 2.85548 6.30204 -2.21245  0.379
C17 -0.31270 2.20180 3.03760  -1.322
H34 -4.62933 -0.19525 -0.96681  0.529
H35 1.05640 5.21198 -0.82696  0.316
H36 -0.14960 -0.94398 -3.85973  0.389
C18 -3.19876 1.36920 0.73546  -1.309
N3 1.00371 -2.54234 3.53319  0.118
C19 0.78493 -3.02156 4.89533  -1.198
H37 2.05921 0.97380 -1.19995  0.439
H38 0.88715 -3.80675 -3.34336  0.454
H39 -3.78637 -1.60275 -0.24691  0.400
C20 1.26991 -1.11628 3.37673  -1.088
H40 0.96711 -5.86371 4.17753  0.348
C21 -2.27861 1.42597 -1.95742  -0.206
H41 -3.29355 1.74545 -2.23826  0.584
H42 1.74005 -3.23360 5.39105  0.357
C22 1.50738 -5.36307 3.35853  -1.210
H43 -1.81088 -4.20880 -2.68152  0.456
H44 2.59932 1.37758 2.81806  0.322
H45 -1.22591 -4.46545 -1.01231  0.297
H46 2.88090 -1.94321 -0.33406  0.203
O1 -1.04806 4.19076 -1.96618  -0.348
H47 -0.05216 -6.43409 1.76160  0.593
H48 1.97209 -2.74197 -2.39357  0.380
H49 -2.56932 -3.32202 -1.32166  0.182
H50 -1.85769 5.93119 -3.87394  0.391

For the LUMO energy, the calculation gives -10.43 eV. As for the total charge: +3. For the HOMO energy, the calculation gives -14.29 eV. For the gap between HOMO and LUMO, the calculation gives 3.86 eV.



> Which value of gap between HOMO and LUMO does entry 2 give?

9.40 eV



> Among the records above, which one has the highest gap between HOMO and LUMO?

CN2O4S